Entry 1:
DFT (ωB97M-V/def2-TZVPD) results for a cluster of 2 separate species, C15H16F3N3O2S in total.

Cartesian coordinates (Å):
C1 -1.61083 -2.59913 1.93869
N1 -1.04782 -1.25416 1.96447
C2 -1.76086 -0.12950 1.78776
C3 -3.33885 -0.13632 1.85233
N2 -0.98933 0.95679 2.01049
C4 -1.41487 2.33862 1.98571
C5 0.31089 0.49991 2.27702
C6 0.27439 -0.89987 2.26350
C7 1.42988 -1.65137 2.27566
C8 2.63822 -0.96795 2.42557
C9 2.68955 0.44587 2.43352
C10 1.50736 1.21567 2.29775
H1 -0.77925 -3.30000 1.89589
H2 -2.18015 -2.77902 2.86056
H3 -2.25955 -2.72145 1.06616
H4 -3.74888 0.83995 2.29829
H5 -3.66695 -1.16015 2.19258
H6 -0.51178 2.95783 1.95354
H7 -2.04006 2.52116 1.10182
H8 -1.96746 2.59484 2.90537
H9 1.37356 -2.75697 2.16278
H10 3.58437 -1.52352 2.53521
H11 3.65178 0.95062 2.54693
H12 1.50861 2.29822 2.21653
F1 -3.90330 -2.34251 -0.64625
C11 -4.40560 -1.05793 -0.37502
F2 -4.83315 -0.48633 -1.54156
F3 -5.46125 -1.22521 0.45832
S1 -3.02944 0.09998 0.16746
N3 -5.45328 1.57022 0.15049
C12 -6.07132 2.06602 1.25081
O1 -5.78937 1.93390 2.44857
C13 -7.27586 2.93341 0.83525
C14 -7.00928 3.16541 -0.65178
C15 -5.66429 2.45298 -0.85868
O2 -4.96155 2.73121 -1.85541
H13 -8.20670 2.36758 0.95068
H14 -7.32418 3.85941 1.39705
H15 -7.79413 2.66400 -1.22894
H16 -6.96185 4.21740 -0.90963

Output
- Energy relative to the best compared isomer or geometry (same formula, charge and spin): 46.9 kcal per mole
- LUMO level: -0.7324 eV

---

Entry 2:
DFT (ωB97M-V/def2-TZVPD) results for a cluster of 14 separate species, C16H60N14O14 in total.

Cartesian coordinates (Å):
C1 0.63823 3.66135 2.60220
C2 0.30280 4.23135 4.00097
O1 -1.05604 4.45126 3.98005
H1 0.64250 4.33209 1.77241
H2 -0.00520 2.81021 2.32529
H3 1.61741 3.32314 2.70356
H4 0.86989 5.19872 4.18637
H5 0.57521 3.51525 4.78005
H6 -1.24084 5.30976 3.65274
C3 4.91546 -0.57934 -3.00378
C4 3.67297 0.32662 -2.66264
O2 4.08924 1.70504 -2.68955
H7 4.52804 -1.55232 -3.20526
H8 5.53435 -0.79086 -2.13413
H9 5.54148 -0.31128 -3.84730
H10 3.24666 0.11388 -1.69921
H11 2.89049 0.05422 -3.40346
H12 3.20531 2.11916 -2.62202
C5 -3.72230 -2.06905 -0.66959
O3 -3.76917 -3.35576 -0.25054
N1 -3.47041 -1.05503 0.15576
N2 -4.00214 -1.65150 -1.83438
H13 -3.49553 -1.28743 1.14640
H14 -3.48465 -0.09848 -0.15979
H15 -4.25895 -2.45497 -2.41657
H16 -4.51675 -0.78722 -2.02861
C6 -0.15981 -0.27714 0.23777
O4 -0.77722 0.97262 0.29889
N3 -0.79242 -1.35074 0.05208
N4 1.11708 -0.35633 0.32319
H17 -1.84542 -1.25599 0.03648
H18 -0.45524 -2.20133 0.41506
H19 1.60563 0.54479 0.32649
H20 1.53387 -1.21975 0.69030
C7 -1.43202 -1.75313 -3.89353
O5 -2.48660 -1.93866 -4.76691
N5 -0.22588 -1.96151 -4.22510
N6 -1.54086 -1.18339 -2.70027
H21 0.01109 -2.49106 -5.12260
H22 0.52635 -1.97315 -3.53099
H23 -2.51649 -1.31421 -2.26787
H24 -0.79739 -1.17102 -1.98871
C8 4.68788 -1.30002 1.33270
O6 5.75774 -0.77435 0.65501
N7 4.35183 -2.56104 1.41640
N8 3.81529 -0.53259 1.94373
H25 4.86838 -3.18835 0.78327
H26 3.50619 -2.96977 1.80869
H27 3.92304 0.48497 1.93202
H28 3.01697 -0.84793 2.52429
C9 1.70311 3.17618 -0.58001
O7 2.54599 2.20241 -0.20670
N9 2.06406 4.39378 -0.80577
N10 0.43617 2.95423 -0.84573
H29 3.06744 4.72771 -0.61808
H30 1.31986 5.15217 -0.80544
H31 0.02907 2.10680 -0.37335
H32 -0.25655 3.73026 -0.81910
C10 -3.64076 1.62631 -2.27271
O8 -3.36601 1.59475 -0.91700
N11 -4.60579 2.38667 -2.60392
N12 -2.96515 1.00256 -3.23506
H33 -5.19744 2.96851 -1.90729
H34 -4.56597 2.70218 -3.58017
H35 -2.35388 0.21178 -3.01796
H36 -3.23697 1.01902 -4.19463
C11 0.58933 -3.64786 1.92991
O9 1.71694 -2.83257 1.91283
N13 -0.59385 -3.26215 2.15153
N14 0.61657 -4.90001 1.49759
H37 -0.73887 -2.35952 2.70067
H38 -1.45437 -3.84215 2.02049
H39 1.53706 -5.17695 1.24756
H40 -0.17182 -5.50743 1.32428
C12 2.58804 -2.72871 -1.68887
O10 1.51088 -1.96755 -2.05758
H41 3.25604 -2.01145 -1.13992
H42 3.08948 -3.05498 -2.61092
H43 2.23002 -3.50734 -1.01278
H44 1.35532 -1.33423 -1.34524
C13 -2.44994 1.48446 2.82078
O11 -3.06412 0.69252 3.82730
H45 -2.46507 0.99918 1.84499
H46 -1.38894 1.58928 3.13209
H47 -2.88434 2.44664 2.67120
H48 -2.73490 1.02411 4.65397
C14 1.51431 0.77518 3.97080
O12 1.40127 -0.60466 3.77756
H49 0.59973 1.29195 4.08064
H50 1.98994 1.05629 3.09977
H51 2.17589 0.92562 4.77975
H52 0.46950 -0.80975 3.67013
C15 -3.43719 4.38873 0.65991
O13 -2.14393 3.72386 0.55370
H53 -4.12575 3.65650 1.04251
H54 -3.76448 4.93025 -0.22409
H55 -3.26676 5.15122 1.46276
H56 -2.32988 3.02584 -0.07569
C16 -0.52011 -4.28830 -1.55182
O14 -1.91361 -4.53719 -1.71724
H57 -0.21193 -3.66224 -2.37941
H58 -0.10204 -5.28581 -1.64983
H59 -0.40450 -3.74477 -0.61822
H60 -2.39115 -4.59107 -0.93752

Output
- Energy relative to the best compared isomer or geometry (same formula, charge and spin): 176.8 kcal per mole
- LUMO level: -0.2245 eV

---

Entry 3:
DFT (ωB97M-V/def2-TZVPD) results for an isolated molecule of C19H21NO3.

Cartesian coordinates (Å):
C1 1.88291 -0.06247 -1.79213
O1 0.44702 0.07118 -1.72719
C2 -0.23334 -0.85486 -0.92203
C3 -1.75663 -0.65641 -1.24314
C4 -2.57557 -1.77477 -1.35712
C5 -3.90737 -1.62473 -1.73554
C6 -4.45278 -0.35593 -1.97772
C7 -5.91343 -0.18397 -2.30762
C8 -3.59308 0.74397 -1.92374
C9 -2.24731 0.61745 -1.55978
N1 0.04819 -0.92881 0.49537
C10 0.01027 -2.25365 0.96153
O2 0.22448 -3.24371 0.26366
O3 -0.23831 -2.32550 2.28817
C11 -0.48706 -0.94879 2.78299
C12 0.22571 -0.04348 1.81415
C13 1.67728 0.02146 2.33563
C14 2.74835 0.87343 1.70114
C15 4.03080 0.32548 1.53360
C16 5.05617 1.07844 0.96713
C17 4.81650 2.41228 0.59542
C18 3.56673 2.99855 0.85453
C19 2.53043 2.22639 1.40690
H1 2.25770 0.78747 -1.21555
H2 2.22933 -1.02816 -1.37885
H3 2.24856 0.01517 -2.83097
H4 0.04090 -1.83904 -1.31833
H5 -2.13379 -2.74752 -1.15468
H6 -4.54709 -2.48588 -1.83569
H7 -6.15662 0.89014 -2.41256
H8 -6.22444 -0.67571 -3.24541
H9 -6.56352 -0.59408 -1.51466
H10 -3.99601 1.72784 -2.16903
H11 -1.58891 1.48813 -1.54967
H12 -0.10705 -0.95494 3.81789
H13 -1.55528 -0.76341 2.79927
H14 -0.19696 0.96785 1.70720
H15 2.08305 -0.99804 2.49976
H16 1.51748 0.43041 3.34783
H17 4.20855 -0.70033 1.83963
H18 6.04425 0.62947 0.81321
H19 5.61124 2.99458 0.11049
H20 3.40584 4.05636 0.61947
H21 1.56281 2.68813 1.61643

Output
- Structure (SMILES): CO[C@H](c1ccc(C)cc1)N1C(=O)OC[C@H]1Cc1ccccc1
- Energy relative to the best compared isomer or geometry (same formula, charge and spin): 48.6 kcal per mole
- LUMO level: 0.6374 eV

---

Entry 4:
DFT (ωB97M-V/def2-TZVPD) results for a structure of composition C22H23BrCsN7O2S2.

Cartesian coordinates (Å):
Cs1 3.51632 0.01745 0.14238
C1 -2.31559 0.51378 0.67765
C2 -1.56062 0.86218 -0.54618
N1 -2.00222 0.79218 -1.76142
N2 -0.92665 1.16156 -2.52029
C3 0.17444 1.45560 -1.81182
S1 1.69188 1.85480 -2.41072
N3 -0.25228 1.29509 -0.52718
N4 0.56108 1.46454 0.58590
H1 -3.31743 0.20264 0.39204
H2 -2.38854 1.36691 1.35460
H3 -1.81844 -0.30222 1.20678
H4 -0.98110 1.16946 -3.52288
H5 0.05611 2.00746 1.27583
H6 0.79697 0.54258 1.00562
Br1 -6.18003 -0.63944 -0.09474
C4 -5.04710 -2.11057 0.29048
C5 -4.40090 -2.16627 1.51580
C6 -3.55651 -3.22809 1.79363
C7 -3.37871 -4.23988 0.85443
C8 -4.07067 -4.19339 -0.34796
C9 -4.88922 -3.11588 -0.64709
N5 -2.65561 -5.43887 1.17443
N6 -1.49809 -5.41115 1.61749
C10 -0.73620 -4.20160 1.65371
C11 -0.13477 -3.86402 2.84579
C12 0.60703 -2.69456 3.00191
C13 0.85459 -1.82391 1.93112
O1 1.53279 -0.74286 2.03869
C14 0.32287 -2.24630 0.63196
N7 0.66963 -1.48729 -0.44134
C15 0.28165 -1.85534 -1.63740
C16 -0.48208 -3.01245 -1.87493
C17 -0.84810 -3.78599 -0.81182
C18 -0.46436 -3.41700 0.50040
H7 -4.55711 -1.38593 2.24827
H8 -3.04498 -3.27661 2.74519
H9 -3.96407 -5.01168 -1.04914
H10 -5.41338 -3.06638 -1.59130
H11 -0.28625 -4.52322 3.69368
H12 1.02866 -2.43992 3.96565
H13 0.58958 -1.22346 -2.46649
H14 -0.75655 -3.28174 -2.88605
H15 -1.40585 -4.69895 -0.97011
O2 4.40364 2.89404 -0.11833
S2 3.41530 4.02788 -0.12291
C19 4.32316 5.43275 0.57991
C20 5.26985 5.89496 -0.51586
C21 4.38545 6.01355 -1.75495
C22 3.50607 4.76019 -1.79764
H16 4.79673 5.07755 1.49334
H17 3.58811 6.20334 0.82869
H18 6.04277 5.13934 -0.66813
H19 5.75919 6.83567 -0.26217
H20 4.96536 6.11251 -2.67234
H21 3.75956 6.90467 -1.66834
H22 3.94153 3.95454 -2.38756
H23 2.49311 4.92774 -2.15826

Output
- Energy relative to the best compared isomer or geometry (same formula, charge and spin): 0.0 kcal per mole
- LUMO level: 0.0199 eV

---

Entry 5:
DFT (ωB97M-V/def2-TZVPD) results for the ion C3H3N2O3P with charge -2.

Cartesian coordinates (Å):
O1 2.20977 0.63536 -1.40978
P1 1.41943 -0.52523 -0.84395
O2 1.15059 -1.74665 -1.67828
O3 2.50047 -1.26188 0.53813
C1 -0.02283 0.09424 -0.05338
C2 -1.33595 0.22554 -0.54376
C3 -2.03740 0.77554 0.54385
N1 -1.25256 0.80321 1.62196
N2 0.03538 0.44050 1.22467
H1 2.17359 -0.76229 1.26194
H2 -1.78072 0.18358 -1.46822
H3 -3.05977 1.13809 0.80683

Output
- Structure (SMILES): [O-]P([O-])(O)=C1C=CN=N1
- Energy relative to the best compared isomer or geometry (same formula, charge and spin): 21.5 kcal per mole
- Net charge: -2
- LUMO level: 7.0223 eV

---

Entry 6:
DFT (ωB97M-V/def2-TZVPD) results for the ion C7H10F3N2O2S with charge +1.

Cartesian coordinates (Å):
C1 2.59825 1.32558 0.80616
S1 2.11078 -0.08156 -0.34862
O1 2.94515 -1.23105 -0.08720
O2 2.35837 0.67946 -1.75851
C2 0.41052 -0.38218 -0.26896
C3 -0.17242 -1.63855 -0.16036
N1 0.49475 -2.82807 -0.33319
C4 -1.59676 -1.73034 0.06265
C5 -2.49928 -0.73995 -0.07634
F1 -3.76391 -0.73784 0.35893
C6 -2.12746 0.62582 -0.79695
F2 -1.65973 0.36821 -2.03264
C7 -1.09387 1.27363 0.16123
N2 -1.38660 1.48175 1.42589
F3 -0.37713 2.22846 -0.39593
H1 2.39774 1.55438 1.85729
H2 3.64879 1.48851 0.55351
H3 2.18255 2.22824 0.23142
H4 1.69217 1.26259 -1.93277
H5 0.05728 -3.81214 -0.20320
H6 1.44647 -2.78251 -0.55381
H7 -1.97602 -2.80016 0.29777
H8 -2.96758 1.28342 -0.75899
H9 -0.84254 2.21915 1.99005
H10 -1.87954 0.74514 1.96254

Output
- Structure (SMILES): C[S@](=O)(O)=C=C(N)/C=C(/F)[C@H](F)C(=[NH2+])F
- Energy relative to the best compared isomer or geometry (same formula, charge and spin): 92.5 kcal per mole
- Net charge: +1
- LUMO level: -3.7359 eV